Record 1
The following is a quantum chemistry calculation of a structure of composition C4H6NdO3 at a distorted geometry, from the Open Molecules 2025 dataset.

spin multiplicity	4
E_tot	-25626.8373	eV
highest occupied orbital energy (spin up / spin down)	-20.20 / -20.21	eV
HOMO-LUMO gap (spin up / spin down)	5.1 / 6.6	eV
F_max	2.826	eV/A
charge	+3

Last column: Löwdin charge in e.
Geometry (Å):
H 2.355 2.753 0.297  -0.043
O -0.121 0.366 -0.743  0.153
Nd 3.760 1.270 0.605  2.015
O 1.734 -0.449 0.158  -0.018
C 0.588 -0.535 -0.209  -0.469
O -0.196 -1.650 0.207  0.196
C 0.347 -2.676 0.687  0.356
C -1.490 0.643 -0.543  -0.071
C -1.819 1.931 -0.496  0.157
H -0.273 -3.578 0.694  0.187
H 1.414 -2.661 0.946  0.164
H -2.829 2.174 -0.166  0.115
H -2.078 -0.210 -0.214  0.144
H -1.391 2.622 -1.223  0.114

***

Record 2
The following is a quantum chemistry calculation of a structure of composition C35H57O3PSi2Yb at a distorted geometry, from the Open Molecules 2025 dataset.

spin multiplicity	2
E_tot	-99925.6484	eV
highest occupied orbital energy (spin up / spin down)	-9.44 / -9.47	eV
HOMO-LUMO gap (spin up / spin down)	6.1 / 5.8	eV
F_max	4.595	eV/A
charge	+1

Last column: Löwdin charge in e.
Geometry (Å):
O 0.672 2.221 -1.491  -0.274
O 0.845 0.974 -4.306  -0.306
C -0.436 3.112 -1.900  -0.232
C -0.705 4.070 -0.755  -0.055
H -1.316 2.479 -2.120  0.105
H -0.123 3.600 -2.848  0.109
H -0.960 3.528 0.168  0.073
H -1.488 4.777 -1.038  0.082
H 0.245 4.628 -0.601  0.092
C 1.982 2.714 -1.777  -0.268
C 2.205 3.629 -2.953  -0.076
H 2.574 1.815 -1.901  0.103
H 2.351 3.222 -0.865  0.104
H 2.092 3.121 -3.924  0.062
H 3.266 3.895 -2.896  0.093
H 1.638 4.562 -2.946  0.080
C 1.977 -0.035 -4.479  -0.194
C -0.171 1.206 -5.423  -0.197
C 3.180 0.663 -5.024  -0.082
H 1.584 -0.807 -5.171  0.130
H 2.196 -0.462 -3.474  0.109
H 3.019 1.067 -6.035  0.074
H 3.984 -0.067 -5.141  0.086
H 3.564 1.454 -4.349  0.081
C 0.465 1.612 -6.724  -0.070
H -0.852 1.948 -4.985  0.129
H -0.707 0.242 -5.458  0.107
H 1.006 2.573 -6.602  0.097
H -0.365 1.763 -7.403  0.081
H 1.117 0.811 -7.127  0.086
H -0.177 0.082 -3.830  0.001
Yb 0.143 -0.569 -0.002  1.290
C -0.858 -0.133 -2.862  -0.208
Si -2.387 -1.255 -2.896  0.439
H -0.763 0.711 -2.107  -0.008
H 0.148 -0.970 -2.622  0.090
C -3.603 -0.218 -3.820  -0.186
C -3.310 -1.921 -1.395  -0.173
C -1.826 -2.788 -3.868  -0.178
C 0.890 1.249 1.328  -0.329
Si 2.664 0.855 1.475  0.353
H 0.425 1.383 2.319  -0.012
H 0.524 1.969 0.575  -0.024
C 3.828 2.331 1.252  -0.194
C 3.110 -0.427 0.165  -0.203
C 3.058 0.146 3.188  -0.197
H -0.932 -2.538 -4.462  0.018
H -2.609 -3.103 -4.576  0.037
H -1.538 -3.657 -3.253  0.024
H -4.025 0.535 -3.152  0.039
H -4.426 -0.743 -4.334  0.049
H -2.971 0.319 -4.538  0.015
H -3.199 -1.350 -0.477  -0.001
H -3.079 -2.949 -1.131  0.001
H -4.373 -1.901 -1.661  0.046
H 4.080 -0.114 -0.249  0.048
H 2.441 -0.540 -0.711  -0.011
H 3.245 -1.408 0.639  0.016
H 3.925 -0.539 3.130  0.039
H 2.206 -0.387 3.647  -0.061
H 3.304 0.979 3.871  0.040
H 4.791 2.064 1.732  0.036
H 3.409 3.240 1.720  0.042
H 3.989 2.522 0.177  0.007
O -1.964 0.309 0.658  -0.060
C -1.718 -0.146 1.792  -0.214
C -1.859 0.588 3.022  -0.212
C -2.679 1.734 3.147  0.007
C -2.601 2.495 4.294  -0.060
C -1.842 2.109 5.390  -0.042
C -1.143 0.920 5.325  -0.076
C -1.103 0.157 4.153  -0.317
P -0.032 -1.294 4.138  1.120
C -0.769 -2.458 5.327  -0.371
C 0.148 -3.173 6.132  -0.094
C -0.331 -3.958 7.174  -0.081
C -1.698 -4.065 7.430  -0.069
C -2.587 -3.350 6.625  -0.075
C -2.145 -2.542 5.570  -0.087
C -0.081 -2.091 2.498  -0.396
C -1.296 -2.417 1.848  -0.148
C -1.257 -3.298 0.759  -0.082
C -0.046 -3.590 0.136  -0.091
C 1.171 -3.256 0.762  -0.109
C 1.118 -2.574 1.980  -0.139
H -3.376 2.004 2.361  0.125
H -3.138 3.429 4.343  0.112
H -1.826 2.697 6.304  0.120
H -0.628 0.525 6.207  0.121
H 1.219 -3.022 5.960  0.102
H 0.360 -4.478 7.829  0.107
H -2.067 -4.698 8.243  0.114
H -3.651 -3.415 6.842  0.106
H -2.841 -1.918 5.013  0.105
H -2.236 -2.402 2.446  0.144
H -2.182 -3.715 0.370  0.104
H -0.031 -4.200 -0.770  0.118
H 2.142 -3.645 0.401  0.129
H 2.026 -2.449 2.569  0.109

***

Record 3
The following is a quantum chemistry calculation of a structure of composition C21H28AuN3O5PS3 at a distorted geometry, from the Open Molecules 2025 dataset.

ΔE to the lowest compared entry with this formula, charge and spin	32.8	kcal/mol
spin multiplicity	4
E_tot	-82425.9824	eV
highest occupied orbital energy (spin up / spin down)	-4.59 / -8.58	eV
HOMO-LUMO gap (spin up / spin down)	3.9 / 5.7	eV
F_max	3.030	eV/A

Last column: Löwdin charge in e.
Geometry (Å):
Au 0.054 0.219 -0.158  0.605
O -3.117 -1.641 1.800  0.034
C -2.072 -1.181 1.376  -0.635
O -1.960 -0.253 0.480  -0.189
C -0.765 -1.742 1.922  -0.247
C -0.736 -2.592 3.012  -0.037
C 0.485 -3.080 3.453  -0.119
C 1.650 -2.719 2.781  -0.098
C 1.561 -1.868 1.698  -0.180
N 0.374 -1.392 1.305  -0.025
H -1.678 -2.854 3.472  0.121
H 0.531 -3.750 4.302  0.095
H 2.616 -3.107 3.073  0.101
H 2.424 -1.562 1.121  0.076
C 3.953 1.975 3.912  -0.065
C 3.638 1.400 2.554  -0.282
O 2.292 1.794 2.194  -0.341
P 1.960 2.222 0.697  -0.164
S 2.443 0.779 -0.603  0.317
S 0.024 2.654 0.660  0.366
O 2.921 3.448 0.387  -0.338
C 2.696 4.728 1.036  -0.282
C 2.228 5.731 0.011  -0.074
H 4.950 1.662 4.225  0.082
H 3.231 1.628 4.652  0.085
H 3.923 3.065 3.885  0.075
H 3.660 0.310 2.564  0.108
H 4.344 1.747 1.799  0.107
H 3.651 5.009 1.476  0.120
H 1.969 4.613 1.842  0.102
H 2.959 5.828 -0.791  0.083
H 2.095 6.706 0.483  0.083
H 1.275 5.419 -0.417  0.068
C 4.135 -4.020 -3.702  -0.097
C 2.734 -4.435 -4.148  -0.239
C 1.719 -4.430 -3.015  -0.189
N 1.449 -3.060 -2.599  0.050
C 0.392 -2.657 -1.828  -0.664
S -0.367 -1.149 -2.214  0.690
N -0.199 -3.475 -0.883  0.135
C 0.434 -4.339 -0.036  -0.397
O 1.629 -4.568 -0.122  0.074
C -0.446 -5.062 0.942  -0.140
C -1.800 -4.798 1.125  -0.035
C -2.518 -5.455 2.112  -0.061
C -1.895 -6.398 2.915  -0.067
C -0.546 -6.675 2.731  -0.068
C 0.174 -6.004 1.756  -0.021
H 4.848 -4.085 -4.525  0.074
H 4.488 -4.666 -2.896  0.080
H 4.158 -2.994 -3.329  0.069
H 2.763 -5.442 -4.568  0.112
H 2.383 -3.778 -4.950  0.111
H 2.102 -4.992 -2.161  0.106
H 0.783 -4.903 -3.331  0.133
H 1.875 -2.319 -3.132  0.118
H -1.151 -3.219 -0.666  0.115
H -2.331 -4.076 0.515  0.110
H -3.566 -5.223 2.252  0.115
H -2.458 -6.913 3.684  0.106
H -0.053 -7.414 3.351  0.105
H 1.229 -6.191 1.606  0.120

***

Record 4
The following is a quantum chemistry calculation of a structure of composition C26H22BrMoN5O3 at a distorted geometry, from the Open Molecules 2025 dataset.

ΔE to the lowest compared entry with this formula, charge and spin	39.5	kcal/mol
E_tot	-112796.2444	eV
highest occupied orbital energy (spin up / spin down)	-14.15 / -14.14	eV
HOMO-LUMO gap (spin up / spin down)	6.6 / 6.6	eV
F_max	3.596	eV/A
charge	+2

Last column: Löwdin charge in e.
Geometry (Å):
Mo 0.611 0.165 0.035  1.762
O 1.954 0.223 -1.104  -0.286
C 3.323 0.121 -1.243  -0.240
C 3.945 0.480 -2.411  0.020
C 5.333 0.402 -2.479  -0.011
C 6.068 -0.041 -1.388  -0.025
C 5.422 -0.432 -0.228  0.014
C 4.033 -0.356 -0.132  -0.134
C 3.366 -0.734 1.090  0.017
N 2.096 -0.609 1.299  -0.130
N 1.655 -0.956 2.574  0.121
C 0.426 -0.632 2.733  -0.354
O -0.198 -0.044 1.656  -0.299
C -0.295 -0.814 3.978  -0.163
C 0.318 -1.464 5.052  -0.003
C -0.359 -1.586 6.249  -0.039
C -1.641 -1.065 6.383  -0.035
C -2.257 -0.424 5.315  -0.049
C -1.586 -0.301 4.112  -0.018
H 3.361 0.828 -3.253  0.130
H 5.838 0.695 -3.389  0.128
H 7.147 -0.080 -1.444  0.127
H 5.995 -0.790 0.618  0.134
H 3.960 -1.139 1.905  0.156
H 1.316 -1.862 4.929  0.120
H 0.110 -2.089 7.083  0.120
H -2.164 -1.155 7.326  0.121
H -3.255 -0.026 5.427  0.115
H -2.046 0.209 3.276  0.095
C -0.949 -0.818 -5.582  -0.020
C -0.800 -1.426 -4.216  -0.221
C -1.093 -2.761 -3.951  0.029
C -0.949 -3.273 -2.672  -0.060
C -0.513 -2.414 -1.686  -0.725
Br -0.311 -3.011 0.083  0.871
N -0.231 -1.128 -1.902  -0.055
C -0.373 -0.655 -3.146  -0.076
H -1.280 -1.557 -6.307  0.091
H -0.003 -0.400 -5.926  0.094
H -1.679 -0.008 -5.563  0.096
H -1.446 -3.403 -4.749  0.138
H -1.173 -4.303 -2.439  0.122
H -0.144 0.394 -3.289  0.114
N -4.629 1.937 1.688  0.194
C -4.319 2.827 0.717  -0.485
O -4.975 3.811 0.478  0.107
C -3.043 2.592 -0.074  -0.073
C -2.698 3.579 -0.986  0.058
C -1.532 3.447 -1.724  0.005
C -0.715 2.370 -1.476  -0.126
N -1.017 1.415 -0.570  -0.123
C -2.188 1.519 0.082  -0.050
H -5.483 2.102 2.198  0.131
H -4.149 1.071 1.842  0.084
H -3.356 4.434 -1.087  0.142
H -1.246 4.184 -2.460  0.130
H 0.230 2.261 -1.994  0.106
H -2.414 0.691 0.741  0.108

***

Record 5
The following is a quantum chemistry calculation of a cluster of 7 separate species, C16H24BBr12O8 in total at a distorted geometry, from the Open Molecules 2025 dataset.

E_tot	-874555.8529	eV
highest occupied orbital energy	-7.45	eV
HOMO-LUMO gap	9.4	eV
F_max	4.240	eV/A
charge	-1

Last column: Löwdin charge in e.
Geometry (Å):
O -2.092 -0.640 4.051  0.120
C -1.911 -0.625 2.838  -0.386
O -0.827 -0.795 2.107  0.144
B -1.048 -0.468 0.701  -0.947
O -2.471 -0.056 0.678  0.195
C -3.024 -0.180 1.848  -0.374
O -4.148 0.028 2.314  0.115
O -0.821 -1.564 -0.202  0.213
C 0.065 -1.237 -1.112  -0.387
O 0.532 -1.916 -2.021  0.101
C 0.510 0.268 -0.806  -0.385
O -0.045 0.606 0.327  0.185
O 1.326 0.924 -1.426  0.107
Br 2.684 6.189 -0.890  0.531
C 2.276 4.295 -1.418  -0.709
C 3.490 3.440 -1.850  -0.668
Br 4.462 3.282 -0.204  0.620
H 1.457 4.208 -2.133  0.060
H 1.765 3.813 -0.585  -0.001
H 4.108 4.012 -2.543  0.052
H 3.272 2.455 -2.264  0.012
Br 5.260 0.275 -2.413  0.562
C 4.062 -1.089 -1.478  -0.597
C 3.906 -0.815 -0.011  -0.639
Br 2.747 -2.221 0.813  0.696
H 4.497 -2.083 -1.584  0.056
H 3.065 -0.940 -1.893  0.031
H 3.420 0.139 0.195  0.012
H 4.845 -0.754 0.539  0.062
Br -3.333 2.125 -2.171  0.617
C -2.899 3.733 -0.974  -0.553
C -1.588 3.321 -0.246  -0.650
Br -0.860 4.940 0.668  0.606
H -3.702 3.735 -0.238  0.055
H -2.810 4.611 -1.613  0.051
H -0.839 3.095 -1.005  0.026
H -1.655 2.456 0.413  0.044
Br -4.713 -4.281 -2.433  0.522
C -4.541 -2.587 -1.349  -0.604
C -4.012 -1.327 -2.172  -0.661
Br -5.305 -0.726 -3.542  0.544
H -3.837 -2.708 -0.525  0.049
H -5.517 -2.399 -0.900  0.048
H -3.160 -1.784 -2.675  0.046
H -3.773 -0.476 -1.534  -0.028
Br -1.296 -7.654 1.351  0.545
C -1.083 -6.167 0.037  -0.644
C -0.025 -5.141 0.523  -0.615
Br -0.730 -4.243 2.170  0.620
H -1.978 -5.665 -0.330  0.053
H -0.636 -6.730 -0.783  0.039
H 0.250 -4.352 -0.176  0.039
H 0.873 -5.699 0.787  0.047
Br 2.248 3.294 4.958  0.513
C 1.592 2.571 3.182  -0.648
C 2.437 1.342 2.732  -0.613
Br 1.789 -0.030 4.009  0.637
H 1.551 3.473 2.571  0.021
H 0.540 2.292 3.237  0.041
H 3.524 1.426 2.705  0.055
H 2.123 1.003 1.745  0.019